# 1
{"formula": "C24H72O24", "method": "the ωB97M-V functional and the def2-TZVPD basis", "elements": ["O", "C", "C", "O", "H", "H", "H", "H", "H", "H", "O", "C", "C", "O", "H", "H", "H", "H", "H", "H", "O", "C", "C", "O", "H", "H", "H", "H", "H", "H", "O", "C", "C", "O", "H", "H", "H", "H", "H", "H", "O", "C", "C", "O", "H", "H", "H", "H", "H", "H", "O", "C", "C", "O", "H", "H", "H", "H", "H", "H", "O", "C", "C", "O", "H", "H", "H", "H", "H", "H", "O", "C", "C", "O", "H", "H", "H", "H", "H", "H", "O", "C", "C", "O", "H", "H", "H", "H", "H", "H", "O", "C", "C", "O", "H", "H", "H", "H", "H", "H", "O", "C", "C", "O", "H", "H", "H", "H", "H", "H", "O", "C", "C", "O", "H", "H", "H", "H", "H", "H"], "positions_angstrom": [[-9.4892, 11.4764, 9.9687], [-9.7857, 10.1245, 9.6385], [-9.0152, 9.8061, 8.3777], [-7.6107, 9.9076, 8.4497], [-9.5184, 11.5662, 10.9284], [-9.5043, 9.4100, 10.4119], [-10.8239, 10.0317, 9.3131], [-9.2993, 10.3068, 7.4501], [-9.1897, 8.7451, 8.1743], [-7.3781, 10.2861, 9.3028], [-10.0462, 11.1945, 12.6208], [-9.9296, 11.3905, 14.0302], [-8.9445, 10.3425, 14.6529], [-9.5898, 9.0747, 14.9969], [-10.9989, 11.3195, 12.5480], [-9.5025, 12.3792, 14.2225], [-10.8227, 11.5185, 14.6445], [-8.3637, 10.8761, 15.4126], [-8.0274, 10.0534, 14.1364], [-10.3447, 9.2867, 15.5535], [-9.1821, 17.3514, 12.3954], [-10.2479, 16.5567, 12.0604], [-10.1223, 15.0494, 12.5722], [-9.2509, 14.3039, 11.7358], [-9.1755, 17.6371, 13.3154], [-11.1183, 16.9593, 12.5890], [-10.5389, 16.4941, 11.0110], [-11.1463, 14.6726, 12.5588], [-9.7705, 15.1542, 13.5985], [-9.7271, 13.9582, 10.9750], [-11.3348, 15.6418, 17.4211], [-12.3816, 15.0452, 16.6107], [-11.7309, 13.7936, 15.9824], [-11.1793, 12.8925, 17.0183], [-11.5742, 15.3223, 18.2953], [-13.2613, 14.8181, 17.2149], [-12.8040, 15.7187, 15.8638], [-10.8017, 13.9370, 15.4316], [-12.4974, 13.2811, 15.4009], [-10.8742, 13.4805, 17.7145], [-9.2004, 19.8206, 14.1899], [-8.2534, 19.1481, 14.9209], [-8.8161, 18.1555, 15.9625], [-9.4125, 17.0769, 15.3139], [-10.0847, 19.5785, 14.4902], [-7.3574, 18.7498, 14.4380], [-7.7644, 19.9884, 15.4271], [-9.5641, 18.6616, 16.5818], [-8.0894, 17.8775, 16.7300], [-9.6923, 16.6037, 16.1066], [-8.0052, 17.0233, 9.3527], [-6.9691, 16.0920, 9.3174], [-5.6970, 16.5581, 10.0357], [-5.2865, 17.7752, 9.4234], [-8.1169, 17.3053, 10.2686], [-7.3804, 15.2521, 9.8838], [-6.6783, 15.8066, 8.3055], [-4.9589, 15.7672, 10.1680], [-6.0640, 16.7696, 11.0453], [-5.9753, 17.9322, 8.7705], [-8.3150, 20.1933, 11.4362], [-6.8781, 20.2524, 11.2294], [-6.2949, 21.5950, 10.6575], [-6.9203, 22.7343, 11.1273], [-8.4681, 20.2418, 12.3817], [-6.4979, 20.1443, 12.2484], [-6.4716, 19.3952, 10.6948], [-6.2716, 21.4910, 9.5676], [-5.2161, 21.4827, 10.7849], [-7.8165, 22.6722, 10.7833], [-7.0005, 13.9039, 15.8324], [-6.1629, 14.9365, 15.4019], [-6.6210, 15.5066, 14.0257], [-6.8113, 14.5220, 13.0433], [-6.7448, 13.1701, 15.2647], [-6.1439, 15.7334, 16.1469], [-5.0965, 14.7349, 15.2684], [-6.0098, 16.3467, 13.6847], [-7.6065, 15.9617, 14.1434], [-7.5675, 14.7005, 12.4732], [-10.2046, 12.3994, 5.7796], [-9.9796, 13.7477, 5.8931], [-9.1100, 14.1528, 7.1002], [-9.5205, 13.7621, 8.4310], [-10.1840, 12.0568, 4.8843], [-9.7396, 14.2780, 4.9686], [-10.9302, 14.2744, 6.0385], [-8.8357, 15.2070, 7.1323], [-8.1556, 13.6365, 6.9684], [-9.0750, 12.9199, 8.5699], [-11.2788, 21.3991, 12.3674], [-11.8020, 20.0992, 12.4010], [-12.9579, 19.8998, 13.4464], [-12.4281, 19.0942, 14.6025], [-10.4353, 21.3934, 12.8297], [-12.2219, 20.0046, 11.3964], [-11.0706, 19.2898, 12.3884], [-13.7021, 19.1669, 13.1323], [-13.4479, 20.8548, 13.6340], [-13.1629, 18.9562, 15.2067], [-13.5362, 11.8024, 9.2163], [-13.9635, 12.9235, 8.4906], [-12.7939, 13.6767, 7.9156], [-12.0911, 14.2979, 8.9445], [-13.3451, 11.1670, 8.5201], [-14.6943, 12.7322, 7.6968], [-14.6812, 13.5257, 9.0532], [-13.1089, 14.4412, 7.1981], [-12.1594, 13.0367, 7.2988], [-11.1329, 14.2671, 8.7997], [-13.4489, 15.2728, 11.6609], [-14.3761, 16.2298, 11.2909], [-15.1132, 16.6418, 12.5729], [-14.2564, 16.6773, 13.7360], [-13.0088, 14.9307, 10.8774], [-13.7848, 17.0054, 10.7957], [-15.0327, 15.7758, 10.5452], [-15.8708, 15.8822, 12.7761], [-15.7109, 17.5536, 12.5302], [-13.3663, 16.6786, 13.3686]], "de_lowest_kj_mol": 476.0, "gap_ha": 0.352, "e_homo_ev": -9.4}

---

# 2
{"formula": "C24H72O32P8", "method": "the ωB97M-V functional and the def2-TZVPD basis", "elements": ["C", "O", "P", "O", "O", "C", "O", "C", "H", "H", "H", "H", "H", "H", "H", "H", "H", "C", "O", "P", "O", "O", "C", "O", "C", "H", "H", "H", "H", "H", "H", "H", "H", "H", "C", "O", "P", "O", "O", "C", "O", "C", "H", "H", "H", "H", "H", "H", "H", "H", "H", "C", "O", "P", "O", "O", "C", "O", "C", "H", "H", "H", "H", "H", "H", "H", "H", "H", "C", "O", "P", "O", "O", "C", "O", "C", "H", "H", "H", "H", "H", "H", "H", "H", "H", "C", "O", "P", "O", "O", "C", "O", "C", "H", "H", "H", "H", "H", "H", "H", "H", "H", "C", "O", "P", "O", "O", "C", "O", "C", "H", "H", "H", "H", "H", "H", "H", "H", "H", "C", "O", "P", "O", "O", "C", "O", "C", "H", "H", "H", "H", "H", "H", "H", "H", "H"], "positions_angstrom": [[1.1003, -8.3148, -1.9636], [0.6214, -7.1079, -1.3483], [1.4663, -5.7129, -1.3219], [2.2225, -5.2553, -2.5681], [0.2901, -4.7353, -0.7892], [-0.3237, -5.1059, 0.4576], [2.4297, -5.8782, -0.0815], [3.6367, -6.6545, -0.1219], [1.4932, -9.0222, -1.2334], [1.8708, -8.1461, -2.7160], [0.2659, -8.8455, -2.4221], [0.0207, -4.4538, 1.2603], [-0.3694, -6.1622, 0.7224], [-1.3713, -4.8060, 0.4822], [4.4556, -6.0066, 0.1907], [4.0037, -7.0846, -1.0539], [3.4974, -7.4449, 0.6156], [5.8524, -0.3090, 2.4919], [6.1906, -1.4451, 1.9085], [5.6291, -2.8541, 2.4511], [5.9947, -4.0912, 1.7381], [3.9925, -2.6458, 2.4157], [3.1623, -2.8423, 1.2308], [5.9486, -2.7885, 4.0513], [7.0988, -3.3060, 4.6344], [6.7440, 0.0347, 3.0162], [5.0668, -0.4547, 3.2333], [5.5903, 0.4234, 1.7284], [3.7368, -2.7584, 0.3083], [2.4285, -2.0365, 1.2479], [2.6535, -3.7882, 1.4167], [7.7210, -2.5886, 5.1695], [7.7198, -3.9055, 3.9688], [6.6323, -3.9636, 5.3679], [6.6104, 5.9993, -1.8284], [7.0256, 5.1583, -0.8126], [6.3613, 3.6948, -0.6568], [5.5689, 3.2244, -1.8392], [5.5298, 3.7558, 0.7451], [4.1366, 3.7395, 0.7995], [7.6057, 2.7660, -0.1959], [8.4979, 2.2833, -1.1513], [5.6421, 6.3549, -1.4764], [6.6083, 5.4511, -2.7706], [7.3034, 6.8358, -1.9188], [3.9091, 2.9542, 1.5203], [3.7238, 3.5505, -0.1915], [3.7755, 4.7053, 1.1529], [9.0828, 1.4201, -0.8335], [9.2464, 3.0200, -1.4430], [7.9016, 1.8866, -1.9729], [-4.5147, -2.6661, -1.7898], [-5.6629, -1.8242, -1.8264], [-6.8569, -2.0159, -2.8786], [-6.6154, -2.8264, -4.1522], [-8.0218, -2.6753, -2.0133], [-7.8157, -3.9432, -1.4214], [-7.3411, -0.4406, -3.1602], [-7.7355, 0.5107, -2.2276], [-4.6441, -3.5491, -2.4157], [-4.3153, -2.9900, -0.7683], [-3.6634, -2.0707, -2.1198], [-8.6508, -4.5565, -1.7599], [-8.0945, -3.7783, -0.3807], [-6.8681, -4.4210, -1.6705], [-7.0111, 1.3200, -2.3195], [-7.8516, -0.0132, -1.2789], [-8.7008, 0.9161, -2.5307], [-1.3586, -1.1897, -0.0814], [-0.8302, 0.0609, -0.5909], [0.1329, 0.8736, 0.4519], [-0.4176, 1.0351, 1.8359], [1.5726, 0.1694, 0.2604], [2.1754, 0.2173, -1.0572], [0.2621, 2.3420, -0.2942], [0.2822, 3.4438, 0.5224], [-1.9421, -1.7077, -0.8425], [-2.0212, -0.9287, 0.7438], [-0.4519, -1.6988, 0.2454], [3.1146, 0.7692, -1.0947], [1.6167, 0.7583, -1.8210], [2.3161, -0.8037, -1.4119], [0.9553, 3.2986, 1.3674], [-0.6500, 3.5719, 1.0726], [0.5664, 4.2914, -0.1011], [0.3205, 7.3518, -4.7313], [1.0353, 7.1814, -3.4642], [0.2870, 6.2431, -2.3582], [-0.9930, 6.7922, -1.7532], [0.1991, 4.7866, -3.0225], [1.4562, 4.1480, -3.2694], [1.5048, 6.1218, -1.2519], [1.4873, 6.7781, -0.0124], [0.9405, 6.9364, -5.5258], [0.1576, 8.4060, -4.9554], [-0.6845, 6.9515, -4.5971], [1.3790, 3.6728, -4.2473], [1.5821, 3.3902, -2.4961], [2.2933, 4.8446, -3.2217], [0.4926, 7.1243, 0.2682], [2.1616, 7.6345, -0.0047], [1.8724, 6.1242, 0.7701], [-4.7720, 0.6381, 0.1453], [-5.1801, 1.8847, -0.1690], [-4.0556, 3.0597, -0.4262], [-4.6274, 4.4635, -0.4665], [-2.9351, 2.7215, 0.6311], [-3.0421, 3.1401, 1.9509], [-3.3460, 2.6489, -1.8413], [-2.2740, 3.4616, -2.3565], [-5.4901, -0.0387, -0.3176], [-4.7371, 0.4797, 1.2232], [-3.7829, 0.4603, -0.2768], [-2.6181, 2.3195, 2.5297], [-4.0254, 3.3783, 2.3566], [-2.4609, 4.0346, 2.1748], [-1.9193, 4.2473, -1.6895], [-2.4969, 3.8201, -3.3615], [-1.4139, 2.7927, -2.3857], [-3.7709, -4.7974, 4.3314], [-4.6479, -3.6942, 4.3742], [-4.2990, -2.4638, 3.4085], [-3.6142, -2.8221, 2.1362], [-5.7244, -1.6813, 3.2139], [-6.7770, -2.2684, 2.5719], [-3.4540, -1.5260, 4.4438], [-2.4037, -0.6838, 3.9346], [-2.7959, -4.7050, 3.8529], [-4.2592, -5.6173, 3.8047], [-3.6473, -5.1927, 5.3397], [-6.7003, -3.3466, 2.4316], [-7.0116, -1.7418, 1.6468], [-7.7155, -2.1960, 3.1215], [-2.5039, -0.5278, 2.8605], [-1.4812, -1.2326, 4.1240], [-2.4693, 0.2746, 4.4496]], "de_lowest_kj_mol": 401.2, "gap_ha": 0.382, "e_homo_ev": -10.0}

---

# 3
{"formula": "C24H76N14O13", "method": "the ωB97M-V functional and the def2-TZVPD basis", "elements": ["C", "C", "C", "O", "C", "N", "H", "H", "H", "H", "H", "H", "H", "H", "H", "H", "H", "C", "C", "C", "O", "C", "N", "H", "H", "H", "H", "H", "H", "H", "H", "H", "H", "H", "C", "C", "O", "H", "H", "H", "H", "H", "H", "C", "C", "O", "H", "H", "H", "H", "H", "H", "C", "C", "O", "H", "H", "H", "H", "H", "H", "C", "C", "O", "H", "H", "H", "H", "H", "H", "C", "C", "O", "H", "H", "H", "H", "H", "H", "C", "O", "N", "N", "H", "H", "H", "H", "C", "O", "N", "N", "H", "H", "H", "H", "C", "O", "N", "N", "H", "H", "H", "H", "C", "O", "N", "N", "H", "H", "H", "H", "C", "O", "N", "N", "H", "H", "H", "H", "C", "O", "N", "N", "H", "H", "H", "H"], "positions_angstrom": [[-9.1732, -19.7713, -6.8497], [-8.8325, -20.4451, -5.5931], [-9.6053, -19.8682, -4.3694], [-8.6856, -18.8539, -3.8066], [-9.0532, -18.3233, -2.5956], [-8.8875, -21.8860, -5.7629], [-9.0459, -18.6889, -6.8327], [-10.2550, -19.8977, -6.8915], [-8.6937, -20.2338, -7.7124], [-7.7666, -20.3220, -5.4012], [-9.8479, -20.6551, -3.6553], [-10.5215, -19.3553, -4.6619], [-8.9159, -19.0639, -1.8076], [-10.0946, -18.0328, -2.4571], [-8.3192, -17.6179, -2.2060], [-8.4564, -22.2496, -4.9251], [-8.3585, -22.1561, -6.5798], [-3.6974, -17.9947, -7.8470], [-3.6566, -19.1098, -8.9614], [-2.2972, -19.0649, -9.8527], [-1.6216, -17.9051, -10.1951], [-2.2511, -16.9911, -11.0624], [-3.8208, -20.3750, -8.3751], [-3.8278, -16.9860, -8.2390], [-2.7582, -17.8879, -7.3043], [-4.6262, -18.1221, -7.2908], [-4.4261, -18.8947, -9.7028], [-2.4499, -19.7060, -10.7209], [-1.6403, -19.6841, -9.2418], [-1.5576, -16.3962, -11.6568], [-2.9462, -16.3311, -10.5434], [-2.8815, -17.6335, -11.6773], [-4.3300, -20.8447, -9.1101], [-4.5487, -20.4234, -7.6765], [-2.4335, -26.4390, -12.3789], [-2.4483, -24.9194, -12.7661], [-3.5950, -24.3397, -12.3273], [-3.2342, -27.0785, -12.7505], [-2.3013, -26.5690, -11.3048], [-1.4658, -26.8219, -12.7029], [-2.2612, -24.7034, -13.8179], [-1.7236, -24.4161, -12.1260], [-4.0562, -24.0728, -13.1258], [4.7250, -24.8750, -7.9628], [4.3158, -25.4369, -9.2600], [3.3831, -26.4976, -9.2440], [4.1118, -24.0102, -7.7093], [5.6901, -24.3708, -8.0130], [4.6609, -25.5479, -7.1078], [5.2835, -25.8789, -9.4973], [4.2173, -24.6368, -9.9937], [2.5725, -26.1544, -8.8608], [-5.2106, -22.5701, -1.1626], [-4.1194, -23.6503, -1.1195], [-3.0393, -22.9341, -0.4954], [-4.9791, -21.8277, -1.9264], [-5.2582, -22.0360, -0.2136], [-6.1417, -23.1206, -1.2972], [-3.8150, -23.9520, -2.1217], [-4.4817, -24.5169, -0.5665], [-2.6772, -22.2703, -1.0868], [2.3361, -20.1912, -5.0469], [1.0134, -20.9597, -4.6993], [0.9433, -21.3972, -3.3773], [2.2052, -19.1624, -4.7115], [2.3628, -20.2253, -6.1360], [3.2257, -20.6781, -4.6473], [0.8663, -21.8373, -5.3288], [0.1423, -20.3339, -4.8937], [1.6614, -22.0313, -3.3150], [-7.4184, -28.1587, -10.6230], [-6.9083, -27.3552, -9.3621], [-6.8986, -26.0034, -9.5863], [-7.2602, -29.2370, -10.6412], [-7.0492, -27.6612, -11.5197], [-8.4953, -28.0254, -10.7259], [-5.9342, -27.7748, -9.1111], [-7.3959, -27.5788, -8.4132], [-6.1849, -25.8479, -10.2092], [-4.7998, -32.8223, -8.8939], [-5.4881, -33.6798, -9.3961], [-3.6313, -32.5735, -9.1813], [-5.1509, -32.0243, -7.8917], [-3.5743, -31.5654, -9.2034], [-3.2263, -33.1268, -9.9229], [-6.1326, -32.1985, -7.7303], [-4.5747, -31.6051, -7.1758], [-7.3938, -28.5377, -2.5576], [-6.4632, -28.3958, -3.2778], [-7.2710, -28.8992, -1.3343], [-8.6537, -28.2039, -2.8695], [-8.1522, -29.1930, -0.9379], [-6.3842, -29.2935, -1.0545], [-9.4026, -28.1039, -2.1992], [-8.8132, -27.9187, -3.8251], [-2.6056, -32.7349, 0.0601], [-3.2211, -31.6824, 0.0797], [-2.5478, -33.5400, 1.0781], [-2.0527, -33.1285, -1.0529], [-2.1096, -34.4438, 0.9719], [-3.1086, -33.2941, 1.8814], [-1.3908, -33.8856, -0.9590], [-1.9695, -32.4210, -1.7690], [-1.6190, -26.1161, -6.0940], [-0.6276, -25.9636, -6.7746], [-2.7724, -25.4929, -6.2844], [-1.8423, -27.1111, -5.3363], [-2.7572, -24.6857, -6.8914], [-3.6157, -25.7327, -5.7830], [-1.0384, -27.6307, -5.0140], [-2.7992, -27.2959, -5.0714], [1.4800, -29.5262, 0.8349], [2.5440, -30.0434, 0.7026], [1.0412, -29.2207, 1.9936], [0.8755, -28.9302, -0.1533], [0.0615, -29.0269, 2.1440], [1.6984, -29.6046, 2.6576], [0.1546, -28.2473, 0.0312], [1.2779, -29.0374, -1.0734], [1.4964, -31.6808, -6.3039], [1.2281, -31.0177, -5.3334], [1.5722, -32.9966, -6.1594], [1.7727, -31.3312, -7.5385], [1.3401, -33.4227, -7.0453], [1.4463, -33.5244, -5.3076], [2.4091, -31.8294, -8.1443], [1.7605, -30.3322, -7.3906]], "gap_ha": 0.339, "e_homo_ev": -9.2}